DFT (ωB97M-V/def2-TZVPD) results for a structure of composition C51H32N5S2V in a non-equilibrium geometry.

CARTESIAN COORDINATES (ANGSTROEM)
V  0.3939  -0.0524  -0.4037
S  -1.2394  1.8977  4.1027
S  3.3331  0.4233  0.9185
N  0.1923  -0.5146  -2.2691
N  0.5261  -2.0472  0.0874
N  -0.6342  0.2236  1.0427
N  1.7444  0.2580  0.6134
N  0.3152  1.9599  -0.8739
C  0.8241  -1.8855  2.5947
C  0.0373  0.3801  -3.3588
C  -4.1686  -0.4657  1.4955
C  0.6772  -2.5578  1.3795
C  -0.7410  -6.2486  -3.7721
C  0.0856  3.9095  -2.0151
C  0.8853  -2.7085  3.8392
C  -0.0146  -0.3876  -4.5725
C  0.6493  3.4514  -6.5982
C  0.6321  2.9541  1.4634
C  0.9157  0.2439  3.9577
C  0.0816  2.5130  -2.1011
C  0.3522  -3.0020  -2.1563
C  0.4687  3.0187  0.0130
C  -1.8560  0.2759  1.7132
C  0.7141  1.8568  2.2271
C  0.8279  2.7335  -5.4238
C  2.1013  -3.1270  4.3692
C  0.9726  -4.1993  6.2042
C  1.5233  -4.6598  -3.6286
C  -0.4723  5.0010  2.4247
C  0.1271  -1.6926  -4.2572
C  -0.6031  3.9562  -6.9227
C  -2.8888  -0.3501  1.0024
C  0.5490  -4.3323  -0.0249
C  -0.2881  -3.0352  4.5174
C  0.6855  4.2764  2.1585
C  0.5561  1.6843  3.7075
C  0.2564  -1.8059  -2.8359
C  0.8618  -0.4735  2.8160
C  0.8287  6.7283  3.4829
C  1.5452  -5.8331  -4.3697
C  -0.7593  -5.0709  -3.0360
C  1.9871  6.0125  3.2164
C  -0.2472  -3.7769  5.6890
C  -0.0493  1.7381  -3.2942
C  -4.4510  0.0396  2.7574
C  -3.4477  0.6639  3.4694
C  1.9140  4.7926  2.5555
C  0.3326  4.2211  -0.6828
C  -1.4892  3.0176  -4.8923
C  -2.1420  0.8331  2.9808
C  0.4115  -6.6322  -4.4432
C  0.6623  0.4799  1.6899
C  0.3704  -4.2626  -2.9548
C  -1.6722  3.7390  -6.0645
C  2.1468  -3.8712  5.5422
C  -0.2398  2.5022  -4.5601
C  0.4582  -3.1189  -0.7635
C  -0.4012  6.2195  3.0840
C  0.6725  -3.9944  1.2883
H  2.9503  6.4033  3.5203
H  -1.6581  -4.7670  -2.5131
H  0.8831  7.6794  3.9980
H  -3.6657  1.0592  4.4546
H  1.0067  -4.7787  7.1185
H  -1.3095  6.7721  3.2899
H  -4.9312  -0.9595  0.9077
H  -0.0627  4.5906  -2.8375
H  1.4905  3.6206  -7.2590
H  -0.1450  0.0365  -5.5552
H  1.0356  2.4359  4.3345
H  0.4271  -7.5491  -5.0190
H  -2.3203  2.8486  -4.2184
H  3.1016  -4.1939  5.9388
H  0.7689  -4.6595  2.1311
H  -5.4390  -0.0575  3.1880
H  2.8126  4.2264  2.3410
H  -1.2348  -2.6971  4.1116
H  -0.7442  4.5178  -7.8377
H  -1.4279  4.6000  2.1124
H  0.5306  -5.3222  -0.4519
H  -1.6300  -6.8648  -3.8240
H  -2.6339  -0.7674  0.0353
H  -1.1682  -4.0250  6.2022
H  2.4057  -4.0348  -3.5633
H  1.8038  2.3434  -5.1615
H  0.4070  5.2039  -0.2455
H  0.1337  -2.5314  -4.9350
H  -2.6520  4.1309  -6.3080
H  3.0152  -2.8658  3.8491
H  2.4503  -6.1261  -4.8871
H  0.9865  -0.1684  4.9542

Calculated values
- energy above the lowest of the compared OMol25 structures with the same formula, charge and spin (eV) = 0.1187
- orbital gap (spin up / spin down) (eV) = 4.87 / 5.58
- 2S+1 = 2
- charge = -1
- LUMO level (spin up / spin down) (eV) = 2.049 / 1.799

Mulliken atomic charge list, values in e, 6 entries: V -1.10; S -0.40; S -0.50; N 0.28; N 1.09; N 0.60

=====

DFT (ωB97M-V/def2-TZVPD) results for a structure of composition C42H48Cl5NO3P2SSiV.

CARTESIAN COORDINATES (ANGSTROEM)
V  0.4053  -0.4300  0.6519
Cl  0.0019  -0.5376  5.7896
Cl  4.4887  1.9823  4.1067
Cl  -0.9451  -0.6914  2.7538
Cl  3.5081  1.7459  1.1576
Cl  2.7605  0.8308  6.4189
S  -0.1379  0.9079  -0.8043
P  2.4581  -1.5278  -0.1347
P  0.1011  -2.8914  0.1833
Si  -1.7879  2.5784  -0.5751
O  -1.2563  3.6857  -1.5769
O  -3.0762  1.7794  -1.0442
O  -1.6832  2.9169  0.9748
N  1.7732  -3.0693  0.0220
C  -1.0982  2.6707  -3.7795
C  -5.3648  1.2072  -1.2426
C  -1.0050  3.4599  3.1768
C  3.2189  0.0583  -2.2582
C  3.9882  -1.5554  0.7892
C  -1.0458  -4.8856  -1.3726
C  -2.1708  -4.7321  2.9728
C  -0.3990  -3.8493  1.6068
C  -1.4480  3.9366  -3.0156
C  -4.0900  0.8854  -0.4840
C  -1.8247  5.2381  1.5998
C  0.4108  4.1476  1.2276
C  2.8118  -1.2204  -1.8655
C  -4.2529  1.1390  1.0041
C  6.3032  -1.6393  2.3069
C  2.9017  -1.9601  -4.1507
C  2.6436  -2.2269  -2.8119
C  3.3157  -0.6960  -4.5376
C  -1.7570  -4.1152  1.8031
C  -2.8935  4.3471  -3.2290
C  2.9974  1.2310  3.7599
C  -1.0052  3.9696  1.7475
C  1.3547  0.4766  2.1577
C  -1.5899  -5.3652  -2.5536
C  5.2243  -1.3697  0.1747
C  2.2204  0.7079  4.8093
C  5.0705  -1.8307  2.9220
C  -3.6368  -0.5394  -0.7572
C  -0.9691  -2.6617  -2.3299
C  -1.5141  -3.1502  -3.5062
C  -1.8225  -4.5006  -3.6159
C  -1.2405  -5.0815  3.9436
C  0.1079  -4.8200  3.7506
C  0.9958  0.0890  4.5481
C  -0.4895  5.0639  -3.3454
C  3.9124  -1.7874  2.1670
C  0.6131  0.0192  3.2206
C  3.4736  0.3141  -3.5930
C  6.3806  -1.4130  0.9414
C  0.5337  -4.1968  2.5846
C  -0.7300  -3.5307  -1.2628
C  2.5588  1.1101  2.4435
H  -0.7243  5.9499  -2.7556
H  0.5388  4.7662  -3.1373
H  5.0162  -2.0093  3.9880
H  3.7967  1.2990  -3.9027
H  0.4116  4.4911  0.1930
H  3.3314  0.8449  -1.5214
H  -0.7279  -1.6080  -2.2430
H  -1.7685  1.8516  -3.5092
H  -4.4090  -1.2398  -0.4375
H  -0.8735  -5.5601  -0.5429
H  -3.0521  4.6062  -4.2761
H  2.2708  -3.9393  -0.1330
H  -2.8498  5.0725  1.9325
H  0.9336  4.8912  1.8299
H  2.3083  -3.2124  -2.5154
H  -1.8365  5.5726  0.5613
H  -0.5410  4.1945  3.8355
H  2.7787  -2.7424  -4.8875
H  -3.4512  -0.6896  -1.8214
H  -5.0426  0.4945  1.3919
H  7.2080  -1.6704  2.8991
H  -6.1748  0.5591  -0.9077
H  0.8301  -5.1063  4.5033
H  -0.5696  5.3223  -4.4013
H  -1.3908  6.0317  2.2088
H  -3.1340  5.2205  -2.6221
H  -4.5321  2.1750  1.1958
H  3.5176  -0.4914  -5.5806
H  -3.3318  0.9266  1.5500
H  -2.2508  -4.8818  -4.5334
H  -3.2197  -4.9490  3.1250
H  -1.8355  -6.4146  -2.6443
H  -2.7177  -0.7678  -0.2101
H  -2.0235  3.2798  3.5217
H  1.5874  -3.9953  2.4368
H  -1.5690  -5.5683  4.8522
H  0.9603  3.2066  1.2903
H  7.3428  -1.2698  0.4689
H  -0.0656  2.3742  -3.5825
H  2.9506  -1.9270  2.6509
H  -5.2200  1.0579  -2.3128
H  -2.4847  -3.8554  1.0427
H  -5.6589  2.2426  -1.0702
H  -3.5732  3.5343  -2.9699
H  5.2888  -1.1869  -0.8898
H  -0.4397  2.5275  3.2452
H  -1.2011  2.8495  -4.8498
H  -1.7027  -2.4805  -4.3348

Calculated values
- energy above the lowest of the compared OMol25 structures with the same formula, charge and spin (eV) = 0.0405
- orbital gap (spin up / spin down) (eV) = 6.96 / 7.53
- 2S+1 = 2
- charge = +2
- LUMO level (spin up / spin down) (eV) = -7.044 / -6.490

Mulliken atomic charge list, values in e, 6 entries: V -0.74; Cl -0.15; Cl -0.13; Cl -0.19; Cl -0.10; Cl -0.13

=====

DFT (ωB97M-V/def2-TZVPD) results for a cluster of 2 separate species, C15H16BN6O8 in total in a non-equilibrium geometry.

CARTESIAN COORDINATES (ANGSTROEM)
O  4.5810  4.8605  4.3250
O  1.5665  -1.5199  3.6594
O  -1.6779  0.2672  -2.2223
O  3.6619  -1.3699  4.3144
O  -2.4574  -1.7555  -1.0548
O  -1.8244  -1.4097  -4.7307
O  -0.2543  -1.7497  -2.1532
O  5.7875  3.0396  4.5541
N  1.1998  2.4488  3.5171
N  1.7033  4.5153  4.1015
N  2.6061  -0.8564  3.8930
N  0.3833  4.4143  3.8080
N  0.0520  3.1921  3.4665
N  4.6931  3.6248  4.3675
C  -2.3550  -1.7498  -3.5025
C  -2.6132  -1.9894  -5.6927
C  3.5313  2.7450  4.1644
C  -0.6355  -0.4393  -0.1356
C  3.6530  1.3684  4.0680
C  -0.0104  0.0610  1.1216
C  1.3215  1.0909  3.3003
C  0.3642  -1.3130  -0.9725
C  2.5575  0.5599  3.6893
C  -3.4850  -2.5453  -3.7006
C  -3.6410  -2.6936  -5.1005
C  -1.0962  0.7549  -1.0436
C  -2.2774  -1.7925  -7.0931
C  -1.8984  -1.3222  0.1578
C  2.2200  3.2882  3.9429
B  -1.6250  -1.2048  -2.1514
H  0.3159  -0.7740  1.7552
H  -3.0062  -2.3222  -7.7104
H  1.2620  -0.7159  -1.2194
H  4.6108  0.9054  4.2679
H  -0.2257  1.3901  -1.2933
H  -1.8271  1.3783  -0.4939
H  -2.3124  -0.7348  -7.3712
H  0.4000  0.5156  3.3348
H  -0.7362  0.6797  1.6663
H  -2.6425  -0.7334  0.7270
H  -1.2870  -2.1924  -7.3308
H  0.8656  0.6775  0.8820
H  0.6878  -2.1835  -0.3700
H  -1.6088  -2.1949  0.7737
H  -4.4176  -3.2525  -5.6063
H  -4.1096  -2.9628  -2.9086

Calculated values
- orbital gap (eV) = 3.34
- 2S+1 = 1
- charge = -1
- LUMO level (eV) = -0.707

Mulliken atomic charge list, values in e, 6 entries: O -0.52; O -0.57; O -0.45; O -0.59; O -0.38; O -0.41

=====

DFT (ωB97M-V/def2-TZVPD) results for the molecule C4H7NO in a non-equilibrium geometry.

CARTESIAN COORDINATES (ANGSTROEM)
O  -1.7937  -1.3958  0.4619
N  1.3025  1.4445  -1.1168
C  0.4850  -0.7593  -0.5681
C  -1.0335  -0.6312  -0.3088
C  0.0731  0.7469  1.0681
C  0.7959  0.6961  -0.2325
H  -1.2282  -1.8311  1.0606
H  -0.2329  1.7484  1.4744
H  1.2860  2.4334  -0.9579
H  1.0797  -1.3771  -0.0188
H  -1.5636  -0.0935  -1.1123
H  0.1566  -0.0203  1.8280
H  0.6731  -0.9611  -1.5778

Calculated values
- energy above the lowest of the compared OMol25 structures with the same formula, charge and spin (eV) = 4.3451
- orbital gap (eV) = 8.60
- 2S+1 = 1
- charge = 0
- LUMO level (eV) = 0.605

Mulliken atomic charge list, values in e, 6 entries: O -0.45; N -0.69; C -0.67; C -0.15; C -0.74; C 0.65